{"formula": "H21O11", "method": "ωB97M-V/def2-TZVPD", "elements": ["O", "H", "H", "O", "H", "H", "O", "H", "H", "O", "H", "H", "O", "H", "H", "O", "H", "H", "O", "H", "O", "H", "H", "O", "H", "H", "O", "H", "H", "O", "H", "H"], "coordinates": [[1.2771, 2.0788, -0.2076], [1.7411, 1.2900, -0.7679], [0.3800, 1.6249, 0.0872], [-2.8740, -0.3250, 2.2591], [-1.9900, -0.2824, 1.7539], [-3.2938, -0.8242, 1.5737], [1.6366, -0.4805, -1.1747], [0.6784, -0.8600, -1.1751], [2.1311, -1.3109, -1.1540], [-1.1915, 0.3013, 0.3894], [-1.3969, -0.4528, -0.4660], [-2.0303, 0.7174, 0.7325], [-2.1734, -3.2941, -1.9473], [-1.3619, -2.7339, -1.6708], [-1.9522, -3.0785, -2.9049], [1.5270, -1.3254, 1.3918], [2.0588, -0.4622, 1.6321], [3.7954, -0.9495, -0.8143], [4.2212, -0.1692, -0.7129], [3.4625, 0.4050, -0.6515], [-0.5701, -1.3288, -1.5203], [1.1768, -1.2139, 0.4425], [-0.9370, -0.7407, -2.1933], [-3.4335, -2.1774, -0.0699], [-2.8456, -2.2669, -0.8628], [-2.8985, -2.9030, 0.3559], [1.9892, 2.5407, 2.7724], [1.8689, 2.1094, 3.5810], [1.8175, 2.0103, 2.0863], [-0.3892, 5.0085, -0.0144], [-0.8929, 4.6263, -0.6950], [0.4693, 4.4669, -0.0549]], "forces_ev_per_angstrom": [[-0.72, -3.30, -0.78], [-2.07, 2.44, 1.90], [2.29, 0.89, -0.93], [1.85, 0.46, -0.27], [-0.90, -0.35, 1.78], [-1.24, -0.90, -0.63], [0.86, -0.51, 0.01], [-0.74, 0.44, -1.02], [0.02, 0.29, -0.33], [-1.47, -0.85, -1.98], [1.35, 1.97, 2.57], [1.09, -0.23, -1.30], [2.13, 0.55, -2.51], [-0.46, -0.13, 0.47], [-1.12, -0.82, 1.28], [0.91, 1.97, -0.38], [-1.78, -2.59, -1.23], [-1.42, -3.96, -0.40], [2.50, 3.47, 0.53], [-0.13, 0.61, 0.08], [-1.44, -0.09, 0.19], [0.97, 0.51, 2.50], [0.36, -0.16, -0.16], [1.73, -1.22, 0.63], [-1.30, 0.69, -0.34], [-1.31, 0.89, 0.41], [1.57, 4.53, 2.51], [-0.40, -1.21, 1.54], [-1.20, -3.22, -4.18], [2.96, -0.35, 1.14], [-1.13, -0.80, -1.38], [-1.79, 0.99, 0.25]], "e_above_lowest_kcal_mol": 74.0, "total_charge": -1, "multiplicity": 1, "gap_ev": 10.26, "max_force_ha_per_bohr": 0.10525}

---

{"formula": "C5H10N3", "method": "ωB97M-V/def2-TZVPD", "elements": ["C", "C", "C", "C", "C", "N", "N", "N", "H", "H", "H", "H", "H", "H", "H", "H", "H", "H"], "coordinates": [[1.6883, 0.6384, 0.4839], [0.5883, 1.3386, -0.4558], [1.8412, -0.7499, -0.0299], [-1.3445, -0.0767, 0.0772], [-0.6202, -1.2563, -0.1116], [-0.7815, 1.1415, -0.1356], [0.7726, -1.5069, -0.1218], [-2.6931, -0.1082, 0.1785], [2.5915, 1.0853, 0.4600], [1.4651, 0.7577, 1.4702], [0.9660, 2.4021, -0.3073], [0.5951, 0.8778, -1.5176], [2.6713, -1.2856, -0.3802], [-1.2381, -2.2235, -0.1194], [-1.2256, 1.7066, 0.5717], [1.0381, -2.4610, -0.3512], [-3.0725, -0.8753, 0.6442], [-3.2421, 0.5955, -0.3554]], "forces_ev_per_angstrom": [[-2.52, -2.22, -3.83], [2.85, 0.07, -0.41], [2.16, 3.39, 1.11], [0.86, 0.49, -1.77], [1.69, -3.25, 0.55], [-1.74, -0.03, 2.29], [-6.36, -3.35, -0.47], [0.71, 1.78, -0.93], [2.96, 1.92, -0.91], [-1.39, -0.17, 3.08], [-1.51, -0.97, -1.15], [1.07, 1.37, 1.40], [1.57, 0.21, -0.12], [1.12, 1.58, -0.19], [0.24, 1.21, -0.24], [-0.88, 0.04, 0.14], [-1.26, -1.10, 0.47], [0.44, -0.98, 0.98]], "e_above_lowest_kcal_mol": 13.9, "s_squared": 2.007, "total_charge": 1, "multiplicity": 3, "gap_ev": [7.28, 7.74], "max_force_ha_per_bohr": 0.14014}

---

{"formula": "C4H7P3", "method": "ωB97M-V/def2-TZVPD", "elements": ["C", "C", "C", "C", "P", "P", "P", "H", "H", "H", "H", "H", "H", "H"], "coordinates": [[1.2032, 2.4486, 0.0594], [-2.3536, -1.1354, 0.1109], [1.2141, -1.3604, 0.8890], [-0.1282, -0.1539, -1.1839], [-0.3054, 1.8041, 0.2722], [-1.6204, -1.1816, -1.3833], [1.4160, -1.0242, -0.7296], [1.4637, 3.3665, 0.5668], [1.9738, 2.0156, -0.5579], [-3.2702, -1.6782, 0.2661], [-1.9851, -0.5431, 0.9308], [1.9984, -1.8747, 1.4214], [0.3400, -1.0734, 1.4567], [0.0537, 0.3902, -2.1186]], "forces_ev_per_angstrom": [[-1.10, -0.11, 0.32], [0.27, -0.03, -0.56], [-0.22, -0.16, 0.12], [0.96, -2.70, -1.64], [0.53, 1.30, 0.86], [0.03, 0.73, 0.78], [-0.79, 1.11, -0.24], [0.13, 0.26, -0.08], [0.30, -0.33, -0.13], [-0.15, -0.16, 0.06], [0.01, 0.07, 0.21], [0.07, -0.12, 0.09], [0.01, 0.00, 0.07], [-0.06, 0.15, 0.15]], "e_above_lowest_kcal_mol": 18.3, "s_squared": 2.036, "total_charge": 0, "multiplicity": 3, "gap_ev": [6.10, 6.21], "max_force_ha_per_bohr": 0.06422}

---

{"formula": "C3H3NO2", "method": "ωB97M-V/def2-TZVPD", "elements": ["N", "C", "C", "O", "C", "O", "H", "H", "H"], "coordinates": [[2.4149, -0.9631, -0.2312], [1.4171, -0.3793, -0.2704], [0.0897, 0.2497, -0.4964], [-0.0660, 1.2449, -1.1595], [-1.0717, -0.6567, -0.0030], [-2.1741, -0.4619, -0.4245], [-0.8102, -1.4931, 0.6827], [0.0540, 1.4846, 0.6733], [0.1464, 0.9749, 1.2289]], "forces_ev_per_angstrom": [[-0.96, 0.57, 0.12], [1.05, -0.50, -0.32], [-0.12, -0.07, -2.09], [0.11, -1.27, -0.74], [-0.65, 0.05, -0.42], [0.46, -0.16, 0.34], [0.02, 0.27, -0.09], [0.11, 0.12, 2.27], [-0.02, 1.00, 0.92]], "e_above_lowest_kcal_mol": 103.8, "total_charge": 0, "multiplicity": 1, "smiles": "N#CC(=O)C=O.[H][H]", "gap_ev": 9.24, "max_force_ha_per_bohr": 0.04418}

---

{"formula": "C27H42NO", "method": "ωB97M-V/def2-TZVPD", "elements": ["C", "C", "C", "C", "C", "C", "C", "C", "C", "O", "C", "C", "C", "C", "N", "C", "C", "C", "C", "C", "C", "C", "C", "C", "C", "C", "C", "C", "C", "H", "H", "H", "H", "H", "H", "H", "H", "H", "H", "H", "H", "H", "H", "H", "H", "H", "H", "H", "H", "H", "H", "H", "H", "H", "H", "H", "H", "H", "H", "H", "H", "H", "H", "H", "H", "H", "H", "H", "H", "H", "H"], "coordinates": [[-5.2458, -2.1838, -0.8364], [-4.0827, -1.2258, -0.5922], [-3.0832, -1.6614, 0.4983], [-3.7612, -1.6031, 1.8764], [-2.6284, -3.1008, 0.2194], [-1.8869, -0.7153, 0.5744], [-0.8155, -1.0078, 1.4068], [0.2366, -0.1226, 1.5507], [0.2443, 1.1029, 0.8998], [1.2941, 1.9843, 0.9846], [2.2987, 1.8333, 1.9632], [3.4186, 0.8820, 1.5149], [3.9671, 1.2998, 0.1435], [4.2343, 0.1142, -0.7933], [3.0168, -0.6696, -0.9859], [2.0319, -0.0657, -1.6683], [0.8030, -0.6531, -1.8264], [0.5871, -1.8993, -1.2582], [1.6143, -2.5431, -0.5770], [1.3736, -3.8979, 0.0041], [2.8531, -1.8995, -0.4523], [4.0043, -2.5642, 0.2273], [-0.8534, 1.4616, 0.0927], [-0.9576, 2.8503, -0.5354], [-0.7897, 3.9203, 0.5544], [0.1552, 3.0255, -1.5811], [-2.2983, 3.1029, -1.2557], [-3.5140, 3.2501, -0.3420], [-1.8608, 0.5190, -0.0678], [-5.9255, -1.7394, -1.5599], [-5.8078, -2.3696, 0.0741], [-4.9082, -3.1344, -1.2394], [-4.5044, -0.2590, -0.3119], [-3.5440, -1.1044, -1.5363], [-3.0762, -1.9222, 2.6575], [-4.0793, -0.5867, 2.0973], [-4.6316, -2.2518, 1.9059], [-1.8048, -3.3923, 0.8648], [-2.3231, -3.2128, -0.8202], [-3.4474, -3.7894, 0.4044], [-0.7873, -1.9234, 1.9773], [1.0393, -0.3943, 2.2188], [2.7104, 2.8385, 2.0941], [1.8767, 1.5068, 2.9191], [4.2017, 0.8905, 2.2724], [3.0102, -0.1274, 1.4650], [3.2423, 1.9689, -0.3228], [4.8975, 1.8546, 0.2577], [4.5588, 0.4890, -1.7672], [5.0260, -0.5095, -0.3879], [2.2513, 0.9035, -2.0868], [0.0263, -0.1480, -2.3738], [-0.3727, -2.3782, -1.3563], [0.3498, -4.2070, -0.1832], [1.5374, -3.8965, 1.0803], [2.0362, -4.6382, -0.4415], [4.3616, -1.9905, 1.0811], [3.7223, -3.5471, 0.5856], [4.8339, -2.6915, -0.4687], [0.2336, 3.9564, 0.9114], [-1.0426, 4.8971, 0.1499], [-1.4414, 3.7128, 1.3985], [0.1298, 4.0367, -1.9795], [0.0195, 2.3306, -2.4083], [1.1282, 2.8660, -1.1283], [-2.4733, 2.3158, -1.9928], [-2.1920, 4.0314, -1.8209], [-3.4918, 4.2036, 0.1773], [-3.5591, 2.4619, 0.4049], [-4.4253, 3.2165, -0.9351], [-2.6848, 0.7713, -0.7058]], "forces_ev_per_angstrom": [[0.16, 0.17, 0.00], [-0.01, -0.18, 0.13], [-0.10, -0.01, 0.01], [-0.02, -0.06, -0.18], [-0.10, 0.23, 0.08], [0.08, -0.11, -0.01], [-0.09, 0.12, -0.05], [0.21, 0.11, 0.21], [-0.11, -0.12, -0.06], [-0.34, -0.09, -0.18], [0.39, -0.18, 0.31], [-0.32, 0.31, -0.14], [-0.03, -0.21, 0.12], [0.70, 0.78, 0.19], [-0.33, -0.28, -0.14], [-0.54, 0.05, -0.26], [0.17, -0.14, 0.05], [0.42, 0.18, -0.06], [0.08, 0.38, -0.20], [0.05, -0.11, 0.06], [-0.45, -0.48, 0.06], [0.13, 0.00, 0.05], [0.18, 0.15, 0.09], [0.14, 0.23, -0.22], [0.06, -0.06, -0.06], [-0.10, -0.01, 0.16], [-0.01, -0.12, 0.24], [0.09, -0.02, -0.19], [0.06, -0.10, 0.05], [-0.09, -0.03, -0.04], [-0.11, -0.07, 0.08], [-0.02, -0.12, -0.03], [0.07, 0.13, -0.07], [0.04, 0.13, -0.03], [0.05, -0.04, 0.11], [-0.03, 0.11, 0.06], [-0.12, -0.09, 0.05], [0.09, -0.07, 0.07], [0.05, -0.08, -0.14], [-0.06, -0.13, -0.03], [-0.03, -0.14, 0.06], [0.11, 0.00, 0.04], [-0.05, -0.10, 0.05], [-0.01, 0.08, -0.07], [0.02, -0.07, 0.04], [0.03, -0.04, 0.08], [0.08, 0.00, -0.11], [0.03, 0.03, -0.08], [-0.03, -0.18, 0.05], [-0.13, -0.05, -0.13], [0.09, 0.07, 0.05], [-0.03, 0.11, -0.06], [-0.09, -0.07, -0.01], [-0.06, -0.03, 0.01], [0.00, -0.07, 0.09], [0.02, -0.09, 0.02], [0.03, 0.03, 0.04], [-0.03, 0.01, -0.01], [0.06, -0.01, 0.01], [0.01, 0.06, 0.05], [-0.07, 0.15, -0.04], [-0.09, 0.05, 0.12], [0.00, 0.11, -0.10], [-0.02, -0.08, -0.16], [0.16, -0.01, -0.02], [0.02, 0.00, -0.09], [0.08, -0.03, -0.07], [-0.03, 0.07, 0.09], [-0.08, -0.06, 0.11], [-0.12, 0.01, 0.02], [-0.15, 0.08, -0.09]], "e_above_lowest_kcal_mol": 2.4, "total_charge": 1, "multiplicity": 1, "smiles": "CCC(C)(C)c1ccc(OCCCC[n+]2cccc(C)c2C)c(C(C)(C)CC)c1", "gap_ev": 7.49, "max_force_ha_per_bohr": 0.02079}

---

{"formula": "C22H22N4O3", "method": "ωB97M-V/def2-TZVPD", "elements": ["C", "C", "C", "C", "C", "C", "C", "C", "C", "C", "C", "C", "C", "C", "C", "C", "C", "C", "C", "C", "C", "C", "H", "H", "H", "H", "H", "H", "H", "H", "H", "H", "H", "H", "H", "H", "H", "H", "H", "H", "H", "H", "H", "H", "N", "N", "N", "N", "O", "O", "O"], "coordinates": [[0.1305, 2.1508, -0.3491], [-1.0274, 1.9110, 0.7637], [-0.3117, 2.4897, -1.7793], [-1.2855, 1.4768, -2.4136], [-2.7431, 1.3311, -2.3480], [-0.8833, 0.5484, -3.4442], [-2.0757, -0.2140, -3.8784], [0.3839, 0.2249, -4.1101], [-2.0131, -1.2155, -4.8718], [0.4344, -0.8857, -4.8868], [-0.7168, -1.4954, -5.3244], [-1.4548, 0.6417, 2.9166], [-1.8133, 1.7499, 3.8029], [-0.4372, -0.2799, 3.6663], [0.2424, -1.4412, 2.9879], [-0.3061, -2.6176, 2.4310], [1.5987, -1.3038, 2.4925], [1.9036, -2.4350, 1.7493], [2.6424, -0.4022, 2.7260], [3.1710, -2.7939, 1.3950], [3.9635, -0.7084, 2.3030], [4.2359, -1.8244, 1.6501], [0.9558, 0.3308, -1.5251], [1.1960, 0.4373, 0.5451], [0.7827, 2.9800, 0.1916], [0.4850, 2.6753, -2.4157], [-0.8793, 3.4260, -1.6251], [-3.5599, 1.9743, -1.8739], [-3.9804, -0.0233, -3.3923], [1.3224, 0.6685, -3.9300], [-2.8567, -1.7491, -5.2721], [1.2930, -1.3355, -5.2913], [-0.4276, -2.5485, -5.8311], [0.3931, 1.0258, 1.8105], [-2.2182, 0.1507, 2.3431], [0.4215, 0.3062, 4.0534], [-0.9702, -0.7072, 4.4411], [-1.2783, -3.0451, 2.3417], [0.4664, -3.7829, 0.6293], [2.6594, 0.4897, 3.3725], [3.3898, -3.4585, 0.6013], [4.6768, 0.1060, 2.7229], [5.2073, -2.0184, 1.3448], [-2.5482, 2.8912, 2.1918], [1.0199, 0.9908, -0.3106], [-3.0820, 0.3438, -3.1844], [-0.5794, 1.3829, 1.8933], [0.7164, -3.2384, 1.7054], [-2.2254, 2.3535, 0.6623], [-1.6899, 1.6899, 5.0630], [-2.3286, 2.7768, 3.2600]], "forces_ev_per_angstrom": [[1.07, -0.68, 2.87], [-1.85, 2.25, -1.66], [-3.74, -0.02, 2.30], [-1.94, -0.12, -0.78], [2.46, 2.14, 1.03], [0.42, -1.30, -1.17], [3.16, 1.35, -0.04], [-1.86, 0.02, 1.84], [1.41, 0.53, 0.29], [-1.08, 0.57, -0.48], [-0.81, -4.23, -0.52], [4.36, 0.03, -1.43], [-1.12, -0.63, 5.33], [0.74, -0.27, -0.94], [-1.76, -0.28, -2.10], [2.79, 2.20, -0.42], [0.21, 0.51, 1.08], [-1.72, -1.88, 0.10], [1.08, 0.12, 0.61], [2.28, 2.94, -0.90], [-1.16, 4.46, 3.00], [-2.24, -3.33, -0.99], [0.10, 2.18, 5.48], [-0.31, 0.08, -1.50], [-1.53, -0.85, -1.43], [1.69, 0.26, -1.02], [0.29, -0.16, -0.44], [1.64, -1.25, -0.41], [-1.01, 0.32, 0.44], [0.76, 1.03, 0.69], [-0.27, -0.10, 0.16], [1.47, 0.14, -0.19], [-1.50, 2.62, 0.53], [-1.32, 0.40, 0.60], [-0.65, -0.23, 0.18], [-1.05, 0.15, 0.14], [-1.03, -0.34, 2.13], [-0.53, 0.06, 0.42], [0.94, 2.13, 4.69], [-0.97, -0.46, -0.32], [0.03, -1.40, -0.12], [-0.63, -1.86, -1.37], [1.62, -0.61, -0.67], [1.21, -1.60, 2.39], [0.50, -2.22, -5.39], [-1.45, -1.26, -1.03], [0.98, -1.80, -0.19], [-0.15, -1.94, -4.37], [2.29, -0.80, 0.00], [-0.01, 0.00, -3.73], [-1.82, 3.15, -2.68]], "e_above_lowest_kcal_mol": 170.4, "total_charge": 0, "multiplicity": 1, "gap_ev": 8.18, "max_force_ha_per_bohr": 0.11470}